[1]
A molecular structure, C49H45AsCl2KN6O7S4. Source: the OMol25 dataset; level of theory: wB97M-V/def2-TZVPD.

Element x y z (Å)
K: 0.417 0.469 -0.104
O: -1.899 1.493 -0.895
N: -1.644 1.574 -2.191
C: -1.783 0.436 -2.917
C: -1.505 0.366 -4.253
C: -1.034 1.521 -4.882
C: -0.900 2.671 -4.149
C: -1.213 2.748 -2.770
S: -1.051 4.195 -1.890
H: -2.086 -0.412 -2.319
H: -1.590 -0.581 -4.766
H: -0.758 1.506 -5.929
H: -0.527 3.581 -4.596
Cl: 6.928 -0.367 4.942
C: 5.438 -0.101 4.056
C: 5.160 1.187 3.566
C: 4.004 1.416 2.882
Cl: 3.675 3.009 2.274
C: 3.001 0.393 2.622
O: 1.941 0.643 2.027
C: 3.366 -0.914 3.130
C: 2.537 -2.079 2.926
O: 1.478 -2.182 2.327
C: 4.562 -1.122 3.837
H: 5.862 1.994 3.727
H: 2.961 -2.991 3.411
H: 4.785 -2.118 4.205
S: 0.928 -4.286 -6.194
C: -0.142 -5.614 -5.925
C: -0.818 -5.459 -4.750
C: -0.483 -4.274 -4.056
C: 0.475 -3.505 -4.703
C: 1.070 -2.260 -4.318
C: 0.836 -1.729 -3.030
N: 1.292 -0.595 -2.570
C: 2.046 0.191 -3.419
C: 2.385 -0.265 -4.725
C: 3.192 0.588 -5.562
C: 3.582 1.812 -5.153
C: 3.206 2.315 -3.863
C: 3.511 3.606 -3.448
C: 3.068 4.070 -2.219
C: 2.345 3.158 -1.422
N: 2.046 1.934 -1.770
C: 2.441 1.481 -2.997
C: 3.253 5.437 -1.752
C: 2.400 6.181 -0.982
C: 2.891 7.485 -0.707
C: 4.105 7.727 -1.271
S: 4.669 6.356 -2.137
C: 1.908 -1.488 -5.164
H: -0.220 -6.413 -6.644
H: -1.547 -6.172 -4.390
H: -0.949 -3.976 -3.126
H: 0.208 -2.284 -2.340
H: 3.465 0.223 -6.547
H: 4.175 2.449 -5.802
H: 4.058 4.261 -4.121
H: 2.000 3.474 -0.441
H: 1.431 5.814 -0.672
H: 2.351 8.216 -0.121
H: 4.693 8.630 -1.229
H: 2.153 -1.824 -6.166
C: -3.209 -8.824 2.406
C: -3.057 -7.500 3.142
S: -1.800 -6.517 2.338
O: -0.537 -7.199 2.497
O: -2.266 -6.205 1.011
C: -1.774 -5.038 3.323
C: -0.763 -4.007 2.823
N: -1.253 -3.192 1.726
C: -0.742 -3.177 0.472
N: -1.246 -2.188 -0.254
C: -2.113 -1.523 0.545
C: -2.135 -2.122 1.776
N: -2.906 -1.760 2.895
O: -3.664 -0.814 2.779
O: -2.780 -2.408 3.937
C: 0.295 -4.129 -0.002
H: -3.979 -9.429 2.885
H: -2.271 -9.378 2.419
H: -3.495 -8.653 1.369
H: -2.740 -7.638 4.176
H: -3.975 -6.912 3.120
H: -1.510 -5.353 4.333
H: -2.781 -4.627 3.334
H: 0.157 -4.483 2.492
H: -0.502 -3.352 3.648
H: -2.647 -0.642 0.221
H: 0.023 -5.162 0.214
H: 1.243 -3.889 0.481
H: 0.410 -4.015 -1.076
C: -1.475 2.109 4.199
As: -1.478 1.649 2.287
C: -0.339 3.113 1.668
C: -3.288 2.350 1.859
C: -3.530 3.775 2.228
C: -4.115 4.125 3.445
C: -4.313 5.455 3.791
C: -3.930 6.466 2.921
C: -3.353 6.129 1.701
C: -3.155 4.801 1.357
H: -1.736 3.159 4.346
H: -0.477 1.929 4.601
H: -2.188 1.475 4.727
H: -0.588 4.044 2.179
H: -0.480 3.248 0.593
H: 0.692 2.831 1.889
H: -3.973 1.685 2.387
H: -3.393 2.199 0.784
H: -4.419 3.339 4.129
H: -4.768 5.702 4.744
H: -4.082 7.505 3.188
H: -3.049 6.903 1.006
H: -2.696 4.552 0.403

Properties
E ... -220366.684 eV
2S+1 ... 2
Net charge ... -2

Atom charges from the Mulliken analysis, given in e for atoms 1 to 2:
1 K 1.26
2 O -0.32



[2]
A molecular structure, C49H45BrN2O8Re at a distorted geometry. Source: the OMol25 dataset; level of theory: wB97M-V/def2-TZVPD.

Element x y z (Å)
Re: -1.018 -1.137 -0.067
Br: -1.365 -0.346 2.887
C: -3.140 -1.044 2.611
C: -3.802 -1.495 3.705
C: -5.112 -1.977 3.559
C: -5.797 -1.808 2.382
C: -5.132 -1.290 1.261
C: -5.820 -0.964 0.081
C: -5.144 -0.400 -0.992
C: -3.756 -0.380 -1.006
C: -3.007 -0.726 0.095
C: -3.745 -1.001 1.329
H: -3.226 -1.637 4.610
H: -5.592 -2.585 4.336
H: -6.845 -2.097 2.302
H: -6.905 -1.106 0.098
H: -5.740 0.008 -1.855
H: -3.193 -0.067 -1.855
O: -1.144 -2.651 1.044
C: -0.730 -4.007 0.915
C: -1.771 -4.804 0.245
C: -2.408 -4.145 -1.022
C: -1.512 -3.524 -2.052
C: -1.023 -4.244 -3.108
C: -0.363 -3.593 -4.154
C: 0.004 -2.271 -4.005
C: -0.422 -1.552 -2.850
N: -1.157 -2.183 -1.889
H: 3.341 -0.828 6.262
H: -0.618 -4.428 1.919
H: 0.195 -4.016 0.309
H: -2.612 -5.043 0.920
H: -1.291 -5.762 0.004
H: -3.229 -3.433 -0.673
H: -2.909 -4.975 -1.621
H: -1.324 -5.319 -3.141
H: -0.024 -4.203 -5.012
H: 0.671 -1.851 -4.713
H: -0.250 -0.495 -2.800
C: 2.493 2.895 2.975
C: 2.490 2.896 1.419
C: 3.399 4.001 0.865
O: 1.084 3.110 1.097
C: 0.564 1.811 0.711
C: 1.750 0.872 0.861
O: 2.864 1.698 0.860
C: 2.088 -0.384 -0.156
O: 1.075 -1.384 -0.065
C: 3.286 -1.034 0.595
C: 4.645 -0.901 0.251
C: 5.682 -1.476 1.036
C: 5.363 -2.045 2.253
C: 4.031 -2.070 2.667
C: 3.032 -1.642 1.824
C: 2.544 -0.089 -1.537
C: 2.922 1.156 -2.086
C: 3.625 1.171 -3.323
C: 3.835 0.022 -4.107
C: 3.332 -1.217 -3.619
C: 2.754 -1.222 -2.359
C: -0.439 1.907 -0.483
O: -0.707 0.565 -0.889
C: 0.025 2.735 -1.659
C: 0.248 4.074 -1.517
C: 0.581 4.927 -2.579
C: 0.663 4.400 -3.884
C: 0.415 3.040 -4.036
C: 0.042 2.204 -2.969
C: -1.724 2.620 -0.055
C: -1.926 3.121 1.180
C: -3.205 3.609 1.576
C: -4.295 3.485 0.760
C: -4.109 2.884 -0.499
C: -2.843 2.682 -0.960
H: 2.060 3.811 3.426
H: 3.529 2.805 3.367
H: 1.936 2.093 3.407
H: 3.123 4.874 1.501
H: 3.349 4.169 -0.179
H: 4.425 3.693 1.153
H: -0.152 1.418 1.494
H: 1.684 0.312 1.813
H: 4.833 -0.378 -0.658
H: 6.745 -1.399 0.778
H: 6.136 -2.548 2.872
H: 3.777 -2.505 3.657
H: 1.965 -1.800 2.082
H: 2.811 2.066 -1.588
H: 3.813 2.131 -3.751
H: 4.439 0.034 -5.003
H: 3.277 -2.094 -4.274
H: 2.411 -2.200 -1.964
H: 0.220 4.531 -0.511
H: 0.685 5.994 -2.423
H: 0.931 4.945 -4.743
H: 0.487 2.656 -5.022
H: -0.391 1.181 -3.093
H: -1.154 3.243 1.939
H: -3.336 4.054 2.567
H: -5.250 3.929 0.999
H: -4.924 2.690 -1.184
H: -2.784 2.338 -2.010
O: 3.007 -1.565 5.794
N: 1.551 -1.265 5.781
O: 0.808 -2.224 5.706
O: 1.321 -0.034 5.858

Properties
E ... -143068.756 eV
2S+1 ... 4

Atom charges from the Mulliken analysis, given in e for atoms 1 to 2:
1 Re 0.16
2 Br 0.04